Entry 1:
The following is a DFT calculation (ωB97M-V with the def2-TZVPD basis set) of an isolated ion of composition C6H10N and charge +1.

Calculated values
Highest occupied orbital energy (alpha / beta): -13.0 / -16.7 eV
2S+1: 3
Energy relative to the best compared isomer or geometry (same formula, charge and spin): 0.0 kcal per mole
Frontier orbital gap (alpha / beta): 10.25 / 10.10 eV
Charge: +1

Atoms and positions in Å:
1 C -0.186 -0.875 -0.247
2 C -1.124 -1.866 -0.486
3 C 1.961 0.059 0.283
4 C 0.854 1.150 0.320
5 C 1.255 -1.137 -0.220
6 C -1.701 1.113 0.103
7 N -0.390 0.446 -0.049
8 H -2.067 -1.581 -0.811
9 H -0.933 -2.911 -0.580
10 H 2.696 0.529 -0.456
11 H 2.405 0.066 1.359
12 H 0.767 1.584 1.246
13 H 0.927 1.830 -0.490
14 H 1.625 -2.136 -0.449
15 H -2.453 0.402 0.085
16 H -1.722 1.509 1.036
17 H -1.914 1.818 -0.643



Entry 2:
The following is a DFT calculation (ωB97M-V with the def2-TZVPD basis set) of C4H8N2OS as an isolated structure.

Calculated values
Highest occupied orbital energy: -10.9 eV
Energy relative to the best compared isomer or geometry (same formula, charge and spin): 138.6 kcal per mole
Frontier orbital gap: 10.12 eV
Charge: 0

Atoms and positions in Å:
1 C 3.117 0.669 0.787
2 C -0.468 0.747 1.258
3 C -0.738 -0.098 0.005
4 C 0.477 -0.127 -1.071
5 N 3.529 1.726 0.670
6 N 2.310 -1.042 0.894
7 O 1.131 -2.630 -0.562
8 S 1.714 -1.280 -0.512
9 H 0.524 0.590 1.582
10 H -0.653 1.742 0.956
11 H -1.213 0.582 2.093
12 H -1.634 0.305 -0.528
13 H -1.181 -1.083 0.427
14 H 0.090 -0.415 -2.117
15 H 0.872 0.848 -1.200
16 H 2.663 -1.289 -1.583



Entry 3:
The following is a DFT calculation (ωB97M-V with the def2-TZVPD basis set) of a 5-piece molecular cluster, H8IO4 overall.

Calculated values
Highest occupied orbital energy: -4.8 eV
Energy relative to the best compared isomer or geometry (same formula, charge and spin): 0.0 kcal per mole
Frontier orbital gap: 8.24 eV
Charge: -1

Atoms and positions in Å:
1 I -0.550 1.041 -1.316
2 O -1.302 -0.328 1.904
3 H -0.981 0.181 1.134
4 H -0.867 0.080 2.657
5 O 1.003 -1.931 0.077
6 H 0.804 -1.014 -0.182
7 H 0.159 -2.235 0.427
8 O 0.683 -2.032 -2.977
9 H 0.906 -2.254 -2.062
10 H 0.355 -1.124 -2.899
11 O -0.265 3.493 1.282
12 H -0.449 3.133 0.396
13 H 0.505 2.990 1.558



Entry 4:
The following is a DFT calculation (ωB97M-V with the def2-TZVPD basis set) of one molecule with the formula C17H31IN2O5.

Calculated values
Highest occupied orbital energy: -8.8 eV
Structure (SMILES): C#CCCCN(CCC(N)=O)C[C@H](I)O[C@H](OCCC)OC[C@@H](C)O
Frontier orbital gap: 9.00 eV
Charge: 0

Atoms and positions in Å:
1 C 2.719 3.593 0.889
2 C 3.687 3.033 0.408
3 C 4.783 1.988 -0.040
4 C 4.144 1.134 -1.228
5 C 3.742 -0.349 -0.861
6 N 2.583 -0.524 0.032
7 C 2.855 -0.244 1.451
8 C 1.900 -1.070 2.456
9 C 1.383 -2.428 1.836
10 N -0.042 -2.673 1.928
11 O 2.110 -3.260 1.304
12 C 1.326 0.057 -0.460
13 C 0.497 -1.104 -1.187
14 I 0.796 -1.114 -3.375
15 O -0.880 -1.181 -0.804
16 C -1.597 0.002 -1.084
17 O -1.656 0.891 0.048
18 C -2.093 2.197 -0.381
19 C -1.939 3.153 0.892
20 C -3.165 2.801 1.866
21 O -2.976 -0.292 -1.392
22 C -3.089 -1.435 -2.262
23 C -3.478 -2.789 -1.475
24 C -3.758 -2.516 0.077
25 O -4.573 -3.481 -2.109
26 H 1.859 3.965 1.500
27 H 5.053 1.322 0.833
28 H 5.659 2.564 -0.450
29 H 3.325 1.755 -1.689
30 H 4.952 1.058 -2.030
31 H 3.522 -0.907 -1.824
32 H 4.615 -0.903 -0.387
33 H 2.691 0.852 1.725
34 H 3.931 -0.508 1.674
35 H 2.433 -1.188 3.441
36 H 0.982 -0.419 2.617
37 H -0.349 -3.299 1.176
38 H -0.540 -1.778 1.900
39 H 1.429 0.902 -1.198
40 H 0.782 0.482 0.443
41 H 0.971 -2.078 -0.843
42 H -1.189 0.619 -1.939
43 H -1.503 2.614 -1.252
44 H -3.199 2.160 -0.624
45 H -1.942 4.249 0.600
46 H -0.935 2.953 1.366
47 H -4.078 3.358 1.506
48 H -2.950 3.054 2.944
49 H -3.341 1.687 1.781
50 H -3.981 -1.228 -2.941
51 H -2.207 -1.581 -2.947
52 H -2.533 -3.426 -1.495
53 H -4.712 -1.910 0.152
54 H -3.819 -3.483 0.663
55 H -2.894 -1.939 0.535
56 H -5.384 -3.166 -1.656



Entry 5:
The following is a DFT calculation (ωB97M-V with the def2-TZVPD basis set) of one molecule with the formula C4H3N3O.

Calculated values
Highest occupied orbital energy: -9.8 eV
Structure (SMILES): N#Cc1nccn1O
Energy relative to the best compared isomer or geometry (same formula, charge and spin): 79.7 kcal per mole
Frontier orbital gap: 9.62 eV
Charge: 0

Atoms and positions in Å:
1 N -3.238 -0.346 0.738
2 C -2.190 0.064 0.467
3 C -0.832 0.449 0.033
4 N -0.076 1.364 0.714
5 C 1.271 1.062 0.503
6 C 1.300 0.038 -0.390
7 N -0.042 -0.265 -0.773
8 O -0.512 -1.473 -1.279
9 H 2.136 1.476 1.342
10 H 2.333 -0.256 -0.801
11 H -0.151 -2.114 -0.553



Entry 6:
The following is a DFT calculation (ωB97M-V with the def2-TZVPD basis set) of C25H58AlBr3F6NO31S10 as an isolated structure.

Calculated values
Highest occupied orbital energy: -12.6 eV
Energy relative to the best compared isomer or geometry (same formula, charge and spin): 155.5 kcal per mole
Frontier orbital gap: 3.27 eV
Charge: +1

Atoms and positions in Å:
1 Al -1.314 -3.060 0.800
2 C -0.787 0.602 -2.100
3 F 0.542 0.951 -2.167
4 F -1.494 1.524 -2.744
5 F -1.048 -0.543 -2.671
6 S -1.472 0.867 -0.252
7 O -1.229 2.287 0.115
8 O -2.857 0.571 -0.401
9 N -0.580 -0.356 0.660
10 S -0.069 0.513 1.923
11 O -1.023 1.438 2.591
12 O 0.551 -0.552 2.697
13 C 1.377 1.671 1.274
14 F 1.730 1.231 0.071
15 F 1.072 2.970 1.202
16 F 2.300 1.574 2.274
17 O -2.173 -2.138 3.313
18 H -1.795 -1.570 4.012
19 O 0.194 -3.273 -1.903
20 S 1.080 -3.061 -3.063
21 O 0.671 -2.546 -4.407
22 O 2.308 -1.974 -2.631
23 C 2.772 -1.119 -3.706
24 C 4.229 -0.737 -3.478
25 C 2.273 -4.424 -3.291
26 H 2.087 -0.275 -3.778
27 H 2.803 -1.716 -4.617
28 H 4.509 -0.081 -4.303
29 H 4.867 -1.620 -3.512
30 H 4.486 -0.158 -2.591
31 H 1.952 -5.100 -2.498
32 H 3.277 -4.080 -3.043
33 H 2.232 -4.871 -4.285
34 O -1.201 -4.111 5.502
35 S -0.286 -4.689 4.580
36 O -0.371 -4.669 3.119
37 O 1.244 -4.176 5.115
38 C 1.396 -2.751 5.371
39 C 2.832 -2.450 5.916
40 C -0.261 -6.558 5.123
41 H 0.726 -2.512 6.198
42 H 1.038 -2.193 4.506
43 H 3.638 -2.397 5.184
44 H 3.039 -3.103 6.764
45 H 2.876 -1.442 6.327
46 H 0.293 -6.621 6.060
47 H 0.116 -7.178 4.310
48 H -1.298 -6.885 5.193
49 O 3.282 3.349 4.061
50 S 3.531 4.841 4.079
51 O 3.033 5.717 5.107
52 O 5.147 5.121 3.920
53 C 5.877 4.393 2.886
54 C 6.859 3.388 3.497
55 C 2.824 5.711 2.594
56 H 6.400 5.244 2.451
57 H 5.450 3.865 2.033
58 H 6.394 2.509 3.944
59 H 7.607 3.723 4.215
60 H 7.481 3.032 2.676
61 H 3.248 6.715 2.631
62 H 1.747 5.543 2.598
63 H 3.292 5.208 1.748
64 O -5.306 -3.068 -1.779
65 S -4.193 -2.283 -2.341
66 O -2.960 -2.181 -1.580
67 O -3.732 -2.959 -3.842
68 C -2.459 -2.671 -4.391
69 C -2.208 -3.600 -5.516
70 C -4.668 -0.644 -2.895
71 H -1.583 -2.737 -3.745
72 H -2.471 -1.684 -4.853
73 H -1.947 -4.587 -5.133
74 H -1.382 -3.266 -6.143
75 H -3.022 -3.615 -6.241
76 H -3.754 -0.156 -3.233
77 H -4.934 0.062 -2.109
78 H -5.177 -0.597 -3.858
79 O -5.533 -2.099 3.140
80 S -5.123 -1.277 1.970
81 O -4.241 -1.825 0.986
82 O -6.502 -0.701 1.165
83 C -7.024 -1.341 -0.090
84 C -8.311 -0.536 -0.369
85 C -4.591 0.418 2.542
86 H -7.216 -2.406 0.044
87 H -6.255 -1.231 -0.854
88 H -7.964 0.497 -0.385
89 H -9.067 -0.809 0.367
90 H -8.700 -0.694 -1.375
91 H -4.333 0.928 1.614
92 H -3.707 0.306 3.169
93 H -5.427 0.856 3.087
94 O 1.508 -3.126 1.182
95 S 2.968 -2.967 0.927
96 O 3.582 -3.354 -0.346
97 O 3.359 -1.398 1.268
98 C 4.612 -0.898 0.724
99 C 4.887 0.610 1.110
100 C 3.992 -3.721 2.271
101 H 4.651 -0.816 -0.362
102 H 5.450 -1.507 1.062
103 H 4.188 1.303 0.642
104 H 5.776 1.046 0.655
105 H 4.788 0.627 2.196
106 H 3.464 -4.565 2.714
107 H 4.079 -2.904 2.988
108 H 4.935 -3.870 1.745
109 C 2.420 4.642 -1.835
110 Br 3.294 6.448 -2.075
111 Br 3.704 3.175 -1.668
112 Br 1.012 4.365 -3.259
113 H 1.869 4.661 -0.895
114 C -3.177 4.345 2.432
115 C -3.318 4.484 0.933
116 O -4.641 5.068 0.741
117 S -5.106 5.907 2.132
118 O -6.265 5.240 2.805
119 O -5.170 7.369 1.961
120 O -3.643 5.518 2.955
121 H -2.190 3.989 2.730
122 H -3.827 3.553 2.805
123 H -3.445 3.579 0.339
124 H -2.507 5.154 0.647
125 C 0.311 0.918 -5.847
126 C -1.057 1.732 -5.840
127 O -1.582 1.552 -7.172
128 S -0.593 0.851 -8.248
129 O -0.419 1.580 -9.485
130 O -0.930 -0.551 -8.430
131 O 0.735 1.081 -7.212
132 H 0.224 -0.155 -5.680
133 H 1.130 1.268 -5.219
134 H -0.935 2.814 -5.793
135 H -1.767 1.282 -5.146



What did we get for E_tot? Answer: -289.00889; -739.94116; -603.58051; -1449.59348; -393.59233; -15919.21934 Eh, in the order shown.